ORCA calculation (ωB97M-V/def2-TZVPD) on a structure of composition C28H48NO37S9 at a distorted geometry.

```
123
Properties=species:S:1:pos:R:3:forces:R:3:mulliken_charge:R:1
C 1.7280 -2.5339 4.3417 0.2 0.3 -0.3 -0.91
C 2.7501 -1.5146 3.6928 0.1 -0.8 0.0 -0.35
O 2.0957 -0.4539 2.9904 0.4 -0.1 -0.1 -0.20
C 2.8295 -0.0351 1.8428 0.4 -0.1 -0.2 -0.61
C 2.4799 1.4748 1.4487 1.6 -0.3 0.9 0.15
O 1.4126 2.0206 2.2226 -0.2 -0.1 -1.6 -0.31
C 0.2278 2.2463 1.4585 -1.7 0.7 0.1 -0.51
C -1.0314 1.6530 2.1725 0.6 -1.3 0.3 -0.10
O -1.4148 2.3533 3.3749 -0.8 -0.1 -0.7 -0.43
C -2.8142 2.2977 3.5861 -0.4 1.3 0.0 -0.55
S -3.3763 0.6683 4.2920 0.7 -2.1 3.0 1.15
O -2.7921 -0.4794 3.5828 -0.9 1.6 -0.6 -0.46
O -2.8939 0.6843 5.6876 -0.7 0.9 -1.6 -0.70
N -5.0567 0.7309 4.3418 1.0 -1.8 -1.8 -0.55
S -5.7695 -0.7480 4.1287 -1.8 0.7 4.3 1.15
O -5.0981 -1.8722 4.7703 0.4 0.9 -2.1 -0.62
O -7.1179 -0.6340 4.7098 1.1 0.7 -1.9 -0.67
O -6.0648 -1.0365 2.4713 1.1 -1.0 0.7 -0.22
C -5.4612 -2.2288 2.0409 1.8 -0.9 -1.2 0.10
O -5.9187 -3.3271 2.1927 -0.4 0.9 0.3 -0.58
C -4.1205 -2.0633 1.2615 0.6 1.7 -0.7 0.83
C -3.8750 -0.7367 0.6615 1.4 -1.4 -0.2 0.01
C -2.6348 -0.4656 -0.0475 -0.7 -1.9 0.9 -0.61
C -1.6346 -1.5211 -0.1539 -1.6 -0.8 0.9 -0.65
C -1.8982 -2.8559 0.4084 -1.5 1.7 0.3 -0.64
C -3.1519 -3.1349 1.1241 0.6 2.1 -0.9 -0.67
H 2.1345 -3.5750 4.1963 -0.4 1.0 0.5 0.29
H 0.7210 -2.5124 3.8464 1.0 0.2 0.3 0.17
H 1.5806 -2.2822 5.4236 0.1 -0.5 -1.0 0.29
H 3.4020 -2.0678 2.9574 -0.5 0.4 0.7 0.34
H 3.4259 -1.0980 4.5014 -0.6 -0.3 -0.9 0.26
H 3.9355 -0.1066 2.0797 -1.0 0.3 -0.3 0.36
H 2.6597 -0.7511 0.9845 -0.1 0.7 0.7 0.22
H 2.3692 1.5877 0.3404 -0.2 -0.1 0.9 0.39
H 3.4050 2.0662 1.7276 -1.0 -0.5 -0.3 -0.17
H 0.0675 3.3598 1.2994 0.3 -1.0 0.3 0.10
H 0.2522 1.8003 0.4245 0.2 0.1 1.0 0.37
H -1.9364 1.5819 1.5149 1.0 0.2 0.2 0.22
H -0.7571 0.6017 2.4872 -0.4 1.0 -0.5 0.17
H -3.0515 3.0768 4.3651 0.2 -1.1 -0.6 0.34
H -3.4062 2.5950 2.6712 0.5 -0.7 0.7 0.36
H -4.6405 0.0768 0.7482 0.8 -1.0 0.1 0.37
H -2.4869 0.5519 -0.4890 0.0 -1.2 0.4 0.43
H -0.6642 -1.3318 -0.6661 -0.9 -0.2 0.4 0.46
H -1.1445 -3.6721 0.3184 -0.7 0.9 0.1 0.65
H -3.3325 -4.1458 1.5428 0.1 1.2 -0.3 0.45
C 3.7986 6.2520 1.2501 -0.5 0.4 -0.2 -0.45
C 2.8668 5.0555 1.2639 0.1 -0.1 0.8 -0.40
O 3.2808 4.2580 0.1502 0.7 0.4 -0.5 -0.18
S 4.8696 4.4196 -0.0607 -0.9 0.3 0.5 1.12
O 5.5186 3.3194 0.5693 0.3 0.3 -0.4 -0.57
O 5.1070 4.7825 -1.4163 0.2 -0.4 0.2 -0.55
O 5.0770 5.7278 0.8692 0.0 -0.7 -0.1 -0.26
H 3.4933 6.9834 0.4978 0.0 0.0 0.0 0.31
H 3.8607 6.7379 2.2224 0.2 -0.1 0.0 0.35
H 1.8214 5.3408 1.1655 0.1 -0.2 -0.2 0.40
H 2.9959 4.4610 2.1722 -0.1 0.0 0.0 0.26
C -4.2694 -7.9895 2.1606 -0.6 0.3 0.2 -0.28
C -4.8742 -8.5351 0.8812 0.1 -0.6 0.2 -0.37
O -4.3829 -7.6769 -0.1507 0.4 0.5 0.3 -0.33
S -2.9059 -7.1613 0.2478 -0.5 -0.4 0.4 1.06
O -1.9480 -7.9819 -0.4147 0.0 0.4 0.1 -0.63
O -2.8900 -5.7415 0.1627 0.3 -0.7 -0.5 -0.42
O -2.9445 -7.5845 1.8034 0.1 -0.2 -0.7 -0.32
H -4.8126 -7.1084 2.5114 0.0 0.0 0.0 0.28
H -4.2390 -8.7348 2.9537 0.3 0.0 -0.1 0.30
H -5.9622 -8.5299 0.9002 0.1 0.2 -0.2 0.32
H -4.5193 -9.5489 0.6758 0.0 0.0 0.1 0.29
C 6.1713 1.6010 -4.6912 -0.1 0.4 -0.3 -0.35
C 5.2878 2.2166 -3.6214 0.5 0.1 0.4 -0.28
O 4.0220 1.5808 -3.7793 -0.1 -0.4 -0.7 -0.29
S 4.2444 0.0687 -4.2890 0.2 0.2 0.4 1.06
O 4.1880 -0.7931 -3.1622 0.0 0.0 -0.5 -0.52
O 3.4520 -0.1321 -5.4539 0.1 0.0 0.3 -0.46
O 5.7927 0.2198 -4.7349 -0.4 0.1 0.4 -0.34
H 5.9722 2.0424 -5.6712 0.0 0.0 0.0 0.28
H 7.2308 1.6988 -4.4597 -0.1 -0.3 0.0 0.32
H 5.1905 3.2948 -3.7308 -0.2 -0.1 0.0 0.34
H 5.6561 1.9856 -2.6182 0.1 0.1 0.0 0.22
C -0.7281 -4.3864 -2.6989 -0.5 -0.1 -0.4 0.02
C 0.1450 -5.4138 -3.3978 0.0 -0.3 0.5 -0.41
O 1.2252 -4.6587 -3.9593 -0.2 0.6 0.1 -0.36
S 1.5397 -3.3992 -2.9960 -0.3 -0.2 0.2 1.15
O 2.6293 -3.7426 -2.1484 -0.2 0.3 -0.2 -0.59
O 1.5181 -2.2122 -3.7763 0.2 -0.3 0.0 -0.52
O 0.1886 -3.4534 -2.1222 0.6 -0.3 -0.1 -0.17
H -1.3581 -3.8490 -3.4122 0.0 0.0 0.0 0.26
H -1.3556 -4.8321 -1.9277 0.2 0.2 0.1 -0.04
H -0.3909 -5.9550 -4.1752 0.2 0.2 -0.1 0.33
H 0.5663 -6.1264 -2.6838 -0.1 0.0 0.0 0.32
C 1.7619 0.9127 -7.8901 -0.2 -0.5 0.4 -0.21
C 1.0230 0.3257 -9.0765 0.5 -0.1 -0.3 -0.30
O -0.0191 1.2629 -9.3610 0.0 0.5 0.5 -0.32
S 0.4940 2.7512 -8.9971 0.3 -0.5 0.2 1.08
O 0.9526 3.3738 -10.1929 -0.2 0.1 0.4 -0.54
O -0.4614 3.3568 -8.1363 0.1 0.0 -0.4 -0.54
O 1.7835 2.3253 -8.1250 -0.4 0.1 -0.7 -0.27
H 1.2225 0.7297 -6.9585 0.1 -0.1 0.0 0.26
H 2.7748 0.5261 -7.8015 0.0 0.2 0.0 0.25
H 0.6088 -0.6577 -8.8628 -0.2 0.2 0.0 0.31
H 1.6707 0.2637 -9.9554 0.0 0.0 0.0 0.30
C -9.9090 -0.7980 2.6655 0.2 0.3 0.7 -0.23
C -11.3907 -0.4937 2.7647 -0.1 -0.7 -0.1 -0.33
O -11.5975 0.6182 1.8897 0.5 0.2 -0.3 -0.34
S -10.5639 0.5143 0.6513 0.3 -0.5 0.6 1.09
O -11.2444 -0.0781 -0.4521 0.3 0.3 0.0 -0.55
O -9.8666 1.7490 0.5457 -0.4 -0.2 -0.3 -0.55
O -9.5774 -0.5894 1.2862 -0.8 0.3 -0.4 -0.24
H -9.3199 -0.1028 3.2676 0.1 -0.2 0.0 0.22
H -9.6756 -1.8185 2.9631 0.1 0.1 -0.2 0.33
H -11.6970 -0.2473 3.7796 0.0 0.2 -0.1 0.31
H -11.9929 -1.3295 2.3964 0.0 0.0 0.1 0.29
C 8.0830 6.0051 2.4664 -0.5 0.0 -0.4 -0.15
C 8.9946 5.0182 1.7646 -0.1 -0.4 0.5 -0.23
O 10.0670 5.8130 1.2509 -0.2 0.7 0.2 -0.34
S 10.3312 7.0557 2.2498 -0.3 -0.4 0.0 1.08
O 11.4107 6.7180 3.1130 -0.2 0.4 -0.2 -0.53
O 10.3054 8.2560 1.4882 0.3 -0.3 0.2 -0.53
O 8.9579 6.9468 3.0935 0.7 -0.2 -0.2 -0.34
H 7.4586 6.5442 1.7505 0.0 -0.1 0.0 0.21
H 7.4484 5.5236 3.2088 0.2 0.1 0.1 0.32
H 8.4901 4.4846 0.9611 0.2 0.2 -0.1 0.21
H 9.4156 4.2972 2.4702 -0.1 0.0 0.0 0.30
```
Positions in Å, forces in eV/Å.

Output
calculated total energy	-204569.9946	eV
charge	-1
LUMO energy	1.349	eV

ORCA calculation (ωB97M-V/def2-TZVPD) on an isolated molecule of C15H15N3O5 at a distorted geometry.

```
38
Properties=species:S:1:pos:R:3:forces:R:3:mulliken_charge:R:1
O 2.1843 2.0791 3.3478 -0.2 1.4 -1.6 -0.59
C 1.9511 2.8340 2.4102 -1.2 -1.9 2.0 0.29
O 2.9053 3.6066 1.8688 0.6 -0.1 0.8 -0.49
C 0.5202 2.8892 1.7549 -0.8 0.6 -0.6 1.50
O -0.4894 2.9701 2.7762 0.0 0.1 0.7 -0.62
C 0.2204 1.5779 1.1185 0.2 -0.8 -3.3 -1.74
C -0.0986 1.3792 -0.2045 1.1 1.0 1.2 0.44
C -0.4791 0.0566 -0.7088 -1.2 -0.5 0.0 0.17
C -0.1928 -1.1621 -0.1449 -0.2 0.3 -1.1 -0.03
N -0.8118 -2.0937 -0.9331 0.1 1.7 0.1 0.64
C -0.7947 -3.5020 -0.8360 0.1 -2.4 -0.2 0.42
C 0.3333 -4.1937 -0.3394 -0.5 -0.6 0.0 -0.28
C 0.3345 -5.6036 -0.2596 -1.6 0.9 -0.8 -0.62
C -0.7762 -6.3556 -0.7415 1.6 0.5 0.9 -0.34
C -1.8964 -5.6873 -1.2062 -0.1 0.5 -0.1 -0.59
C -1.8944 -4.2802 -1.2740 1.1 0.0 0.7 -0.26
N -1.4898 -1.4584 -1.9087 -0.5 0.8 -0.1 -0.87
N -1.3603 -0.1521 -1.7832 1.6 -1.8 1.2 -0.25
C -0.1195 2.5250 -1.2287 -0.2 0.1 1.2 0.19
O -1.5288 2.7978 -1.4146 0.6 0.3 -0.2 -0.58
C 0.6234 3.7903 -0.6762 -0.1 0.8 -0.3 -0.04
O 2.0561 3.6826 -0.8415 -0.2 -0.3 0.8 -0.62
C 0.2790 4.0873 0.7925 0.2 -0.5 -0.5 -1.46
H 3.7048 3.4282 2.4375 -0.8 0.2 -0.8 0.36
H -1.3547 2.6263 2.4390 1.3 0.4 0.1 0.46
H 0.2391 0.7189 1.7598 -0.1 -0.2 0.5 0.27
H 0.4270 -1.3413 0.6935 0.3 -0.6 0.5 0.44
H 1.2265 -3.6858 -0.0029 -0.1 0.3 0.0 0.33
H 1.1754 -6.1060 0.1808 0.3 -0.1 0.0 0.37
H -0.6453 -7.4395 -0.6697 -0.6 0.3 -0.2 0.35
H -2.8007 -6.2376 -1.4957 0.5 0.3 0.0 0.33
H -2.7382 -3.7504 -1.6334 -0.7 0.3 -0.3 0.49
H 0.3700 2.2902 -2.1796 -0.1 -0.3 0.2 0.39
H -1.9380 1.9882 -1.7719 0.3 0.3 0.0 0.43
H 0.2876 4.6640 -1.3162 0.2 -0.9 0.7 0.32
H 2.5191 3.7979 0.0341 -0.9 -0.2 -1.4 0.44
H -0.7965 4.2946 0.8316 0.3 0.1 0.1 0.44
H 0.8482 4.9652 1.1252 -0.3 -0.1 0.0 0.30
```
Positions in Å, forces in eV/Å.

Output
calculated total energy	-30504.4238	eV
SMILES	O=C(O)[C@]1(O)C=C(c2cn(-c3ccccc3)nn2)[C@@H](O)[C@H](O)C1
ΔE to the lowest compared entry with this formula, charge and spin	0.839	eV
LUMO energy	0.190	eV

ORCA calculation (ωB97M-V/def2-TZVPD) on a cluster of 8 separate species, C32H80O16 in total at a distorted geometry.

```
128
Properties=species:S:1:pos:R:3:forces:R:3:mulliken_charge:R:1
C 1.8257 -5.3909 2.9020 -0.1 0.8 0.1 -0.33
O 1.9498 -5.1416 4.3108 -0.1 -1.1 -0.3 -0.26
C 2.0219 -6.3214 5.1395 0.2 1.1 0.1 -0.58
C 3.4204 -6.9357 5.2508 -0.8 0.5 -1.6 -0.46
O 3.8880 -7.2804 3.9146 0.9 -0.2 1.8 -0.31
C 5.3035 -7.5203 4.0004 -0.2 0.4 -1.0 -0.80
H 1.4386 -4.4780 2.4493 0.1 0.3 0.2 -0.13
H 1.0690 -6.1282 2.6337 0.2 -0.5 0.3 0.34
H 2.7915 -5.5854 2.4357 -0.1 -0.4 0.1 0.24
H 1.2087 -7.0119 4.9158 0.2 -0.3 -0.5 0.40
H 1.7883 -5.9367 6.1323 0.0 0.0 0.2 0.22
H 3.3630 -7.7867 5.9295 0.2 -0.4 -0.1 0.37
H 4.0869 -6.1930 5.6894 0.1 0.1 0.0 0.34
H 5.5724 -8.2106 4.8000 -0.1 -0.2 -0.1 0.30
H 5.8906 -6.6066 4.0929 -0.3 0.5 0.7 0.34
H 5.6658 -7.8445 3.0249 -0.4 -0.7 0.0 0.27
C -0.6914 -3.6306 6.9980 0.9 0.5 0.1 -0.57
O -1.3480 -3.0450 5.9089 -1.2 -0.6 -0.1 -0.30
C -0.5804 -2.0947 5.2341 -0.2 0.8 -1.3 -0.58
C -1.2917 -1.5114 3.9591 0.2 -0.5 0.8 -0.05
O -2.3124 -0.6094 4.2463 -0.2 1.3 -0.5 -0.34
C -3.4521 -1.1595 4.8254 -0.3 -0.3 0.5 -0.71
H 0.2619 -4.0207 6.6412 0.1 -0.6 0.1 0.08
H -1.2805 -4.3773 7.5304 -0.2 -0.1 -0.6 0.27
H -0.4183 -2.8962 7.7558 -0.1 0.4 0.1 0.36
H 0.3636 -2.5128 4.8847 0.3 -0.3 0.1 0.45
H -0.3740 -1.2614 5.9057 0.2 0.3 0.1 0.32
H -1.7129 -2.2714 3.3011 0.2 -0.6 0.1 0.38
H -0.6017 -0.9495 3.3296 0.4 -0.1 0.3 -0.12
H -3.7707 -2.0727 4.3227 0.3 -0.4 0.1 0.33
H -4.3171 -0.5038 4.7264 0.3 0.5 0.1 0.23
H -3.2129 -1.3318 5.8748 -0.6 -0.4 0.1 0.25
C 1.8795 3.3057 -0.3202 -0.8 0.5 1.1 0.21
O 2.6812 4.4386 0.0540 -0.7 -0.7 1.2 -0.50
C 2.7732 4.5988 1.5214 0.6 0.4 -1.9 -0.41
C 3.3791 3.4389 2.2376 0.3 -0.9 -0.2 -0.59
O 2.5350 2.2769 2.3654 -0.5 1.5 0.4 -0.16
C 3.2538 1.0847 2.6246 -0.4 1.1 0.2 -0.84
H 0.9740 3.3252 0.2862 -0.5 0.2 -0.1 -0.07
H 2.2816 2.3457 0.0035 0.7 0.0 -0.6 0.12
H 1.5645 3.3541 -1.3626 0.6 0.0 0.1 0.08
H 1.9152 4.9803 2.0749 -0.8 -0.3 -0.7 0.12
H 3.4827 5.4262 1.5356 0.3 -0.1 0.5 0.41
H 3.6762 3.8548 3.2003 0.0 -0.4 0.5 0.38
H 4.2801 3.1135 1.7176 0.3 0.1 -0.1 0.44
H 2.6651 0.4929 3.3255 -0.1 -0.3 -0.4 0.13
H 4.1589 1.3591 3.1664 0.4 -0.4 -0.3 0.47
H 3.3881 0.6533 1.6326 0.6 -0.7 0.4 0.33
C -4.2365 4.1659 -4.9475 -1.0 1.3 0.8 -0.83
O -4.2313 3.5212 -3.6850 -0.6 -0.8 -0.7 -0.34
C -3.8342 4.3150 -2.5848 0.7 0.1 -1.3 -0.73
C -3.5216 3.3982 -1.4404 0.0 -0.2 0.2 -0.86
O -2.2000 2.8824 -1.3996 -0.6 0.9 1.2 0.13
C -1.8712 1.9930 -2.4358 -0.1 0.6 0.2 -0.50
H -4.7169 5.1366 -4.8243 0.1 0.5 0.1 0.34
H -4.9415 3.7206 -5.6494 0.5 -0.8 0.1 0.28
H -3.2520 4.3766 -5.3652 0.2 -0.5 0.0 0.29
H -4.5586 5.0785 -2.3015 -0.5 -0.1 0.0 0.50
H -2.9741 4.8669 -2.9639 0.6 0.2 0.6 0.38
H -4.2410 2.5797 -1.4646 -0.2 -0.3 -0.2 0.52
H -3.7541 3.9343 -0.5203 0.6 0.0 0.3 0.46
H -1.8695 2.5810 -3.3536 0.1 -0.5 -0.5 0.23
H -2.6153 1.1973 -2.4738 0.1 -0.2 -0.3 0.47
H -0.8674 1.6478 -2.1884 -0.2 -0.2 -0.3 -0.34
C 2.5639 -2.8855 -0.5848 0.5 -1.4 0.8 -0.69
O 1.5208 -2.0117 -0.7730 -1.1 0.3 -0.4 -0.24
C 1.4955 -1.0799 0.2822 -1.1 0.0 0.0 -0.95
C 0.2501 -0.2004 0.2344 0.1 0.0 -0.2 1.04
O -0.8934 -0.8521 0.7976 -0.3 -0.6 0.1 -0.33
C -2.1433 -0.1681 0.7283 0.3 1.6 -0.3 -0.43
H 2.6201 -3.6536 -1.3562 0.0 0.4 -0.4 0.25
H 2.3920 -3.4432 0.3358 0.0 -0.2 0.4 0.02
H 3.5215 -2.3881 -0.4312 0.3 0.2 -0.3 0.38
H 2.4442 -0.5543 0.1731 -0.2 0.7 0.5 0.39
H 1.3999 -1.5304 1.2701 0.6 -0.6 0.2 0.38
H 0.1053 0.0417 -0.8184 -0.4 0.5 -0.1 -0.44
H 0.4959 0.6646 0.8504 -0.1 0.5 -0.2 0.01
H -2.0773 0.8741 1.0407 0.7 0.4 0.1 -0.01
H -2.9447 -0.4719 1.4018 0.6 -1.2 0.1 0.35
H -2.5528 -0.0594 -0.2760 0.1 -0.6 -0.4 0.16
C -1.7939 -1.5800 -3.3591 -0.3 -1.0 -1.2 -0.02
O -2.1502 -1.9863 -4.7089 0.5 0.1 0.8 -0.42
C -1.0087 -2.3463 -5.4955 -1.8 -0.6 0.3 0.08
C -1.5712 -3.0389 -6.7942 1.1 0.3 1.4 -0.65
O -2.2227 -4.2497 -6.3879 -0.2 0.2 -1.6 -0.31
C -2.6185 -5.0779 -7.5399 0.4 0.5 1.7 -0.75
H -1.0142 -2.2210 -2.9476 0.1 -0.2 0.0 0.31
H -2.7052 -1.7760 -2.7942 0.1 0.6 0.2 0.33
H -1.4068 -0.5616 -3.3281 -0.3 0.2 0.0 -0.32
H -0.4392 -3.0760 -4.9200 0.3 -0.2 -0.1 0.32
H -0.4354 -1.4223 -5.5700 0.4 -0.2 -1.0 -0.17
H -0.7353 -3.2752 -7.4526 0.3 -0.1 -0.1 0.39
H -2.1715 -2.3080 -7.3359 -0.7 -0.2 0.1 0.34
H -1.7369 -5.3389 -8.1253 0.0 0.3 -0.3 0.31
H -3.4181 -4.6123 -8.1161 0.2 0.2 -0.2 0.29
H -2.9958 -6.0065 -7.1118 -0.1 0.1 0.1 0.24
C -1.1740 3.6054 2.0237 -0.5 0.5 -0.4 -0.31
O -0.6839 4.9409 1.8277 -0.1 -1.3 0.6 -0.36
C -1.1724 5.5943 0.6851 1.3 1.2 -0.2 0.43
C -1.5472 7.0327 1.0371 -1.5 -0.1 0.5 -0.74
O -2.3139 7.1444 2.2394 0.7 0.2 0.6 -0.36
C -3.5715 6.4944 2.4282 1.2 0.2 -0.6 -0.53
H -1.4491 3.1697 1.0632 -0.1 -0.1 -0.1 -0.13
H -2.0601 3.6673 2.6554 -0.1 -0.2 0.1 0.31
H -0.4695 2.9118 2.4826 0.4 0.5 0.1 0.27
H -1.9206 5.0865 0.0765 -0.1 -0.3 0.5 -0.23
H -0.2834 5.7283 0.0687 0.0 -0.2 -0.8 0.20
H -2.0868 7.5145 0.2218 -0.4 -0.3 -0.5 0.37
H -0.6931 7.7033 1.1317 0.2 -0.4 0.6 0.34
H -3.5408 5.4126 2.2990 0.1 -0.2 -0.6 0.16
H -4.2588 6.9831 1.7376 -0.6 -0.3 0.3 0.30
H -3.8101 6.5868 3.4877 -0.2 0.6 -0.2 0.21
C 0.8774 3.2630 -4.0163 1.2 -0.1 -0.6 -0.96
O 1.0419 1.8911 -3.6486 0.0 0.6 -0.4 0.13
C 1.2157 0.9821 -4.7308 0.2 -1.5 1.3 -1.03
C 1.9618 -0.3196 -4.1905 -0.4 2.1 -0.8 -0.03
O 3.3366 0.0035 -4.0535 -0.9 0.9 -0.7 -0.41
C 4.1186 -1.0216 -3.5584 0.3 -0.6 -0.4 -0.32
H 0.4800 3.8700 -3.2028 -0.3 -0.4 0.0 0.14
H 0.3535 3.4454 -4.9545 -0.8 -0.4 0.1 0.40
H 1.8518 3.6817 -4.2679 0.4 0.1 0.3 0.31
H 1.7288 1.3673 -5.6120 0.4 0.3 0.2 0.42
H 0.2254 0.6721 -5.0644 -0.3 -0.1 -0.1 0.51
H 1.7593 -1.0961 -4.9282 0.4 -0.3 -0.2 0.50
H 1.5411 -0.6389 -3.2370 -0.1 0.0 0.2 -0.04
H 3.6265 -1.4239 -2.6729 0.6 -0.2 0.4 -0.09
H 5.1426 -0.6626 -3.4558 -0.2 0.3 0.7 0.28
H 4.2516 -1.8184 -4.2902 -0.4 -0.5 -0.2 0.33
```
Positions in Å, forces in eV/Å.

Output
calculated total energy	-67228.5415	eV
SMILES	COCCOC.COCCOC.COCCOC.COCCOC.COCCOC.COCCOC.COCCOC.COCCOC
ΔE to the lowest compared entry with this formula, charge and spin	2.778	eV
LUMO energy	0.675	eV

ORCA calculation (ωB97M-V/def2-TZVPD) on a cluster of 2 separate species, CH6N3 in total at a distorted geometry.

```
10
Properties=species:S:1:pos:R:3:forces:R:3:mulliken_charge:R:1
C 2.5342 0.5992 -0.1240 -1.7 -2.7 2.2 -0.07
N -0.1498 -0.3383 0.2917 0.4 -3.5 2.4 -0.36
N -2.3921 -0.2898 -0.2811 -1.2 1.6 -2.2 -0.32
N -1.1396 -0.0574 -0.3123 -0.9 3.5 -2.3 0.22
H 2.2516 1.5466 -0.4166 0.5 2.3 -1.1 0.29
H 3.4688 0.1904 0.2367 0.4 0.5 -0.4 0.30
H 1.5634 0.0664 0.2108 1.1 0.0 -1.2 0.21
H -0.2262 -1.2141 0.9135 0.0 1.1 -0.2 0.22
H -3.0327 0.3375 -0.8728 1.9 -1.3 1.0 0.31
H -2.8777 -0.8404 0.3542 -0.6 -1.6 1.8 0.21
```
Positions in Å, forces in eV/Å.

Output
calculated total energy	-5590.6533	eV
charge	+1
ΔE to the lowest compared entry with this formula, charge and spin	8.291	eV
LUMO energy (spin up / spin down)	-6.904 / -8.496	eV

Please write out number 4 again, unchanged.
ORCA calculation (ωB97M-V/def2-TZVPD) on a cluster of 2 separate species, CH6N3 in total at a distorted geometry.

```
10
Properties=species:S:1:pos:R:3:forces:R:3:mulliken_charge:R:1
C 2.5342 0.5992 -0.1240 -1.7 -2.7 2.2 -0.07
N -0.1498 -0.3383 0.2917 0.4 -3.5 2.4 -0.36
N -2.3921 -0.2898 -0.2811 -1.2 1.6 -2.2 -0.32
N -1.1396 -0.0574 -0.3123 -0.9 3.5 -2.3 0.22
H 2.2516 1.5466 -0.4166 0.5 2.3 -1.1 0.29
H 3.4688 0.1904 0.2367 0.4 0.5 -0.4 0.30
H 1.5634 0.0664 0.2108 1.1 0.0 -1.2 0.21
H -0.2262 -1.2141 0.9135 0.0 1.1 -0.2 0.22
H -3.0327 0.3375 -0.8728 1.9 -1.3 1.0 0.31
H -2.8777 -0.8404 0.3542 -0.6 -1.6 1.8 0.21
```
Positions in Å, forces in eV/Å.

Output
calculated total energy	-5590.6533	eV
charge	+1
ΔE to the lowest compared entry with this formula, charge and spin	8.291	eV
LUMO energy (spin up / spin down)	-6.904 / -8.496	eV